Run w
10
Properties=species:S:1:pos:R:3 method="wB97M-V/def2-TZVPD" e_homo_ev=-10.86 gap_ev=11.4
C 0.2273 0.2520 1.0993
C -0.0015 -0.8935 0.0541
O -1.6196 0.6551 -1.5697
O 0.7644 0.6448 -2.0907
O 0.0269 1.3708 0.2799
S -0.2756 0.5344 -1.1273
Br 1.4058 -1.9740 -0.3243
H -0.6529 0.2657 1.8424
H 1.1531 0.4365 1.5413
H -1.0279 -1.2916 0.2949

=====

Run x
10
Properties=species:S:1:pos:R:3 method="wB97M-V/def2-TZVPD" e_homo_ev="-8.17 / -9.24" gap_ev="5.6 / 8.0"
C -0.1323 -0.1565 -1.7143
C 0.3561 1.0799 0.8899
O -1.7133 -0.5381 0.6803
O 0.3236 -1.4756 1.6438
O 0.3118 -0.9725 -0.8360
S -0.2924 -0.5488 0.7712
Br 2.1871 0.8182 1.0976
H -1.2263 0.0975 -1.6583
H 0.3425 0.2593 -2.6058
H -0.1568 1.4365 1.7317

=====

Run y
10
Properties=species:S:1:pos:R:3 method="wB97M-V/def2-TZVPD" e_homo_ev=-10.37 gap_ev=10.4
C -0.5303 0.5959 0.3286
C 0.5879 0.7337 -0.5604
O -0.8259 -2.4162 0.4278
O -0.2440 -0.1992 1.4209
O 1.1616 -0.9786 -0.4342
S 0.3601 -1.7170 0.7929
Br 0.0884 1.1312 -2.2954
H -0.8823 1.4764 0.7882
H -1.2651 0.0343 -0.1909
H 1.5495 1.3394 -0.2775

=====

Which of them is the most stable? Correct choice: run w.

=====

Run w
7
Properties=species:S:1:pos:R:3 method="wB97M-V/def2-TZVPD" e_homo_ev=-8.15 smiles=C#S#[PH]O gap_ev=7.2
C 2.3668 -0.7365 -0.2417
S 0.9076 -0.1007 0.1982
P -1.5381 -0.5194 -0.5392
O -2.0347 0.4510 0.6287
H 3.0773 -0.0949 0.1745
H -1.5003 0.4627 -1.5011
H -1.2787 0.5378 1.2805

=====

Run x
7
Properties=species:S:1:pos:R:3 method="wB97M-V/def2-TZVPD" e_homo_ev="-7.60 / -8.37" gap_ev="6.6 / 7.8"
C 1.6197 0.2488 -0.4024
O -2.0185 -0.5722 -0.1426
P -1.2005 0.1879 1.0473
S 2.7513 -0.5114 0.4637
H 1.8725 0.6123 -1.3234
H -1.5544 -1.4384 -0.2963
H -1.4701 1.4730 0.6539

=====

Which of them is the most stable? Correct choice: run x.

=====

Run w
228
Properties=species:S:1:pos:R:3 method="wB97M-V/def2-TZVPD" e_homo_ev=-8.13 gap_ev=8.7
C -4.7583 3.6241 2.7612
C -5.8492 2.9473 1.8518
C -5.5159 3.4855 0.4566
O -5.7451 1.5679 1.9428
H -3.7909 3.5715 2.2806
H -4.7405 3.2437 3.7565
H -4.9625 4.6868 2.7624
H -6.7804 3.2815 2.3008
H -5.5808 4.5467 0.3581
H -6.1743 3.1493 -0.3708
H -4.5297 3.1576 0.2449
H -5.9264 1.3996 2.8645
C -1.9458 4.4142 5.4760
C -0.9530 4.6883 6.5369
C -1.5981 5.4262 7.6921
O -0.5059 3.4407 6.9993
H -1.4294 3.9374 4.6990
H -2.3567 5.3260 5.0474
H -2.7542 3.8804 5.9408
H -0.1088 5.2522 6.0855
H -0.8885 5.4878 8.5111
H -2.6242 5.0251 8.0164
H -1.9017 6.4500 7.3403
H 0.4071 3.5001 7.2720
C -0.5873 7.8184 2.1378
C -1.1624 7.1759 0.9082
C -2.6906 7.1422 0.9033
O -0.7882 7.8548 -0.2301
H -0.8542 8.8448 2.1506
H 0.5120 7.7074 2.1553
H -0.8728 7.1553 2.9959
H -0.8634 6.1437 0.9012
H -3.1618 6.7772 1.8530
H -3.0856 6.5416 0.0923
H -3.0876 8.1664 0.7520
H 0.1881 7.7240 -0.4432
C 1.6039 -6.2851 3.9840
C 2.7728 -5.2845 3.7129
C 4.0131 -5.7187 4.4276
O 3.0028 -5.1468 2.2946
H 0.7108 -5.9080 3.5804
H 1.4788 -6.4567 5.1023
H 1.8239 -7.2984 3.5752
H 2.4513 -4.3493 4.1591
H 4.4491 -6.5946 3.8934
H 3.7735 -6.0263 5.3825
H 4.7812 -4.9835 4.5139
H 3.3733 -5.9264 1.8635
C -5.4376 -2.4911 1.2174
C -4.5576 -1.4922 0.5190
C -5.2869 -0.7944 -0.6068
O -3.8909 -0.5884 1.3758
H -5.7563 -3.3262 0.5135
H -6.3434 -1.9991 1.6064
H -4.8039 -2.9692 1.9765
H -3.7311 -1.9940 0.0483
H -5.3593 -1.4270 -1.5217
H -4.6822 0.0234 -0.9851
H -6.2814 -0.5237 -0.1983
H -4.3911 0.1751 1.6272
C 3.5988 1.9963 -1.3336
C 2.4756 1.9562 -0.2962
C 1.2434 1.4796 -0.9871
O 2.8293 1.2153 0.8965
H 4.5795 2.1095 -0.8860
H 3.3846 2.7396 -2.1134
H 3.5835 1.0718 -1.8964
H 2.2869 3.0015 0.0161
H 0.4948 1.2693 -0.2415
H 1.4600 0.6717 -1.6591
H 0.9030 2.2609 -1.6918
H 2.8190 0.2818 0.6791
C 1.4507 5.3618 -1.9557
C 2.1221 5.7488 -0.6157
C 3.5940 5.3403 -0.5965
O 2.0790 7.2200 -0.5637
H 0.4440 5.7732 -2.0271
H 1.4334 4.3350 -2.1829
H 1.9825 5.8574 -2.7842
H 1.5844 5.4018 0.2148
H 4.0333 5.5244 -1.5951
H 3.6944 4.2291 -0.4396
H 4.2462 5.9456 0.0455
H 2.3205 7.3892 0.3333
C -7.6233 1.1447 -2.6524
O -7.0854 0.0917 -3.4629
C -6.7699 0.5354 -4.7667
C -6.3053 -0.6547 -5.6267
N -5.1942 -1.3575 -4.9633
C -3.9210 -0.5959 -5.1322
C -2.7111 -1.0526 -4.3614
O -2.8819 -0.4913 -3.0443
C -1.9008 -0.7911 -2.0868
H -8.1819 0.7506 -1.8225
H -8.2941 1.7925 -3.2164
H -6.9254 1.8696 -2.1890
H -6.0317 1.3504 -4.8012
H -7.6153 1.0588 -5.2571
H -6.0289 -0.2143 -6.5673
H -7.1849 -1.2053 -5.7809
H -5.4004 -1.4676 -3.9672
H -4.1028 0.4179 -4.8985
H -3.7020 -0.7457 -6.1520
H -1.7150 -0.6849 -4.7674
H -2.6761 -2.1619 -4.2476
H -2.0785 -0.1948 -1.1852
H -0.9303 -0.5431 -2.4088
H -1.8847 -1.8521 -1.7417
C 6.9887 -2.0936 -5.9438
O 6.0264 -1.3958 -5.1807
C 6.2397 -1.5940 -3.7311
C 4.9252 -1.1206 -2.9693
N 3.7386 -1.6699 -3.5769
C 3.7147 -3.0979 -3.9585
C 2.3763 -3.3447 -4.6862
O 2.1517 -4.7180 -4.9983
C 1.4920 -5.4360 -3.9647
H 8.0746 -1.7595 -5.7513
H 6.7825 -1.9455 -7.0303
H 6.9306 -3.1670 -5.6789
H 7.0240 -0.9239 -3.3556
H 6.4047 -2.6028 -3.4886
H 4.8861 -0.0573 -2.8918
H 5.0022 -1.3891 -1.9679
H 3.7095 -1.2626 -4.5467
H 3.7349 -3.8079 -3.1213
H 4.5471 -3.4407 -4.6741
H 2.3174 -2.7598 -5.6330
H 1.5986 -2.8875 -4.0781
H 2.1622 -5.4601 -3.1082
H 1.2246 -6.4783 -4.2432
H 0.5962 -4.9307 -3.6040
C 2.0142 -2.1690 -0.6522
O 2.1992 -1.5250 0.5646
C 1.3545 -2.0038 1.6062
C 0.2191 -1.0529 1.9599
N 0.6969 0.0024 2.9434
C -0.4277 0.7385 3.5548
C -1.4245 1.4352 2.5695
O -0.7873 2.3318 1.6607
C -1.5742 2.8304 0.5758
H 0.9669 -2.2673 -1.1257
H 2.3399 -3.1811 -0.6066
H 2.6612 -1.7212 -1.3935
H 1.9829 -2.3167 2.4758
H 0.9084 -2.9687 1.2212
H -0.5977 -1.4949 2.4826
H -0.3324 -0.6448 1.1304
H 1.3727 0.6220 2.4934
H 0.0174 1.5202 4.1619
H -0.9314 -0.0003 4.1413
H -2.1494 1.9558 3.2529
H -1.9466 0.6884 1.9578
H -0.9332 2.9816 -0.2888
H -2.1749 3.7023 0.8381
H -2.3807 2.0608 0.2807
C 4.3529 -8.2004 0.1734
O 3.8553 -6.8906 0.0183
C 4.4313 -6.1917 -1.1173
C 5.7227 -5.4697 -0.7413
N 5.3957 -4.2204 -0.0559
C 6.5653 -3.3416 0.2332
C 6.1053 -2.1593 1.0585
O 5.6373 -2.6025 2.2763
C 5.0159 -1.6259 3.0331
H 4.1085 -8.5453 1.2026
H 5.4150 -8.2795 -0.0306
H 3.8557 -8.8882 -0.5374
H 3.7232 -5.4099 -1.3272
H 4.5314 -6.9063 -1.9388
H 6.1587 -5.2897 -1.7670
H 6.3696 -6.2035 -0.2476
H 5.0540 -4.4665 0.8507
H 7.0637 -3.0055 -0.6865
H 7.2347 -4.0052 0.8071
H 5.3172 -1.4801 0.5410
H 6.8848 -1.4052 1.2261
H 4.1649 -1.1426 2.5207
H 5.6100 -0.7482 3.2382
H 4.7583 -2.1437 3.9772
C 1.2257 0.7158 -4.2039
O -0.0988 1.0604 -4.4721
C -0.1360 2.4064 -4.8924
C -1.5586 2.8310 -5.2267
N -2.5717 2.6368 -4.2274
C -2.2225 3.2628 -2.9293
C -2.4261 4.8008 -2.8819
O -1.4905 5.5009 -3.6305
C -1.7556 6.9301 -3.6859
H 1.2256 -0.1874 -3.5739
H 1.8299 1.5588 -3.7801
H 1.6859 0.4884 -5.1645
H 0.3918 2.5760 -5.8463
H 0.3307 3.0617 -4.0243
H -1.8211 2.2134 -6.0910
H -1.5121 3.8940 -5.5561
H -2.6617 1.6108 -4.0572
H -1.1894 3.0833 -2.5688
H -2.8898 2.7910 -2.2097
H -2.3775 5.0153 -1.8047
H -3.4871 5.1034 -3.1677
H -2.5858 6.9947 -4.3570
H -0.8922 7.3533 -4.1780
H -1.8962 7.3729 -2.6926
C 1.8432 -2.3282 5.9032
O 0.8721 -3.3571 6.0655
C -0.3395 -2.8211 6.5731
C -1.4634 -3.6326 5.9608
N -1.5024 -3.5366 4.5210
C -2.5618 -4.1560 3.7988
C -2.3446 -3.8249 2.3178
O -1.1347 -4.3802 1.9658
C -1.2227 -4.8340 0.5699
H 1.9333 -1.7866 6.8316
H 1.5840 -1.6126 5.0300
H 2.8390 -2.8173 5.6792
H -0.5029 -1.7815 6.3706
H -0.2339 -2.9213 7.6910
H -2.4926 -3.3031 6.3103
H -1.3665 -4.6734 6.2839
H -0.6523 -3.9566 4.1679
H -3.5410 -3.8798 4.1752
H -2.5274 -5.2874 3.8740
H -2.4471 -2.7940 2.1337
H -3.0778 -4.3748 1.6999
H -1.5774 -4.0007 -0.0695
H -1.8118 -5.7785 0.4528
H -0.1853 -5.1309 0.3026

=====

Run x
228
Properties=species:S:1:pos:R:3 method="wB97M-V/def2-TZVPD" e_homo_ev=-8.57 gap_ev=9.1
C 1.9190 -1.1403 3.5105
C 2.4660 -1.2643 4.9495
C 2.1324 0.0091 5.6616
O 1.7704 -2.3324 5.5688
H 2.1615 -2.0505 3.0199
H 2.3999 -0.3049 3.0838
H 0.8149 -0.9844 3.5475
H 3.5693 -1.4465 4.9062
H 2.3632 -0.1027 6.7431
H 1.0494 0.1200 5.6057
H 2.6466 0.8799 5.2848
H 0.9830 -1.9141 5.8586
C 2.0991 -5.3075 -2.0462
C 1.1356 -4.6032 -1.0636
C 2.0483 -3.8588 -0.0356
O 0.2555 -3.6886 -1.7740
H 2.5644 -4.4925 -2.5428
H 1.6200 -5.9008 -2.8041
H 2.8685 -5.8864 -1.5133
H 0.4685 -5.3041 -0.5627
H 2.4999 -4.5607 0.6074
H 1.4924 -3.1033 0.5140
H 2.7951 -3.2503 -0.5955
H -0.2912 -4.1456 -2.3744
C -5.3455 2.1258 -0.9436
C -3.9790 1.4473 -0.8737
C -4.1971 -0.0302 -1.0666
O -3.0960 1.8660 -1.9394
H -5.1531 3.2330 -0.9464
H -5.9556 1.8316 -0.0651
H -5.8975 1.8101 -1.8532
H -3.5534 1.6616 0.1297
H -4.7814 -0.3811 -0.2077
H -3.2722 -0.6484 -1.0998
H -4.6480 -0.2412 -2.0369
H -2.9447 2.8232 -1.8783
C 1.6619 2.4260 -4.0937
C 1.9483 3.5438 -3.0971
C 1.4012 4.8712 -3.6185
O 1.3700 3.2220 -1.8521
H 0.6180 2.3051 -4.1591
H 2.0824 1.4758 -3.7447
H 2.0140 2.6594 -5.1058
H 3.0047 3.7304 -2.9839
H 0.3484 4.8477 -3.6879
H 1.8083 5.1615 -4.5837
H 1.5871 5.7256 -2.9922
H 0.6423 2.5687 -1.9341
C -1.0858 2.4432 -7.1767
C -2.2890 1.5786 -6.7201
C -2.8608 2.0530 -5.3805
O -3.2742 1.7068 -7.7557
H -1.3939 3.4754 -7.0796
H -0.6752 2.1902 -8.1429
H -0.3140 2.3024 -6.4194
H -2.1131 0.5069 -6.7077
H -2.0805 2.0062 -4.6310
H -3.7229 1.4344 -5.1797
H -3.1248 3.1297 -5.4023
H -2.7912 1.4636 -8.5301
C 3.3181 3.4517 2.3190
C 3.9636 3.7487 0.9677
C 4.5426 2.4922 0.3304
O 3.0373 4.3538 0.0910
H 2.9924 4.3881 2.7530
H 3.9680 2.9649 3.0444
H 2.4568 2.7597 2.1605
H 4.7363 4.5111 1.0882
H 4.9790 2.6775 -0.6732
H 3.6724 1.8303 0.1581
H 5.3382 1.9883 0.9616
H 2.5087 3.7875 -0.4594
C 0.9916 -0.4280 -0.5957
C -0.3779 0.2452 -0.5981
C -0.5411 1.2123 0.5884
O -0.4943 0.9268 -1.8382
H 1.1546 -1.0652 -1.4567
H 1.0904 -1.0126 0.2895
H 1.8066 0.2800 -0.5430
H -1.0795 -0.5892 -0.6570
H 0.2906 1.9484 0.5556
H -0.3415 0.6749 1.5411
H -1.5012 1.7169 0.6939
H -1.3839 1.2937 -1.9389
C -2.9879 5.4799 -2.7966
O -2.9355 4.6879 -1.6142
C -2.1501 5.2528 -0.5922
C -2.5112 4.4796 0.6382
N -3.8301 4.9095 1.1715
C -4.0562 4.5446 2.5412
C -4.3023 3.1200 2.8070
O -3.1614 2.3065 2.5273
C -3.4605 0.9588 2.8417
H -3.0428 4.8566 -3.6480
H -2.0779 6.1428 -2.8587
H -3.8422 6.1666 -2.7662
H -2.3820 6.3348 -0.3839
H -1.0931 5.2063 -0.8270
H -1.7955 4.6605 1.4425
H -2.4859 3.4138 0.4404
H -4.5862 4.6683 0.5179
H -4.9532 5.0662 2.9342
H -3.1688 4.8259 3.0972
H -5.1314 2.8105 2.1394
H -4.7383 2.9078 3.8093
H -4.2603 0.5532 2.1802
H -3.8199 0.7978 3.8647
H -2.5297 0.3983 2.6746
C -1.1662 -2.6572 1.1859
O -2.4859 -2.3324 1.4326
C -3.4858 -3.1834 0.9245
C -4.7151 -2.7902 1.6858
N -4.4904 -3.0934 3.1196
C -5.5485 -2.7786 4.0570
C -5.2644 -3.5871 5.3102
O -4.1323 -3.0081 5.9363
C -3.5647 -3.9374 6.8196
H -0.4528 -1.9187 1.5254
H -1.0461 -2.8367 0.1047
H -0.8340 -3.5752 1.7040
H -3.2568 -4.2328 1.0345
H -3.5861 -2.9381 -0.1180
H -5.5691 -3.3818 1.3295
H -4.9954 -1.7405 1.4642
H -3.6412 -2.5674 3.3642
H -6.4409 -3.2989 3.5761
H -5.7435 -1.6896 4.2908
H -5.0915 -4.6156 5.1535
H -6.1040 -3.4499 6.0033
H -3.0757 -4.8411 6.4153
H -4.3229 -4.3556 7.4895
H -2.7671 -3.4391 7.4182
C 7.9838 2.6471 0.1709
O 7.8511 1.4961 0.9987
C 8.7666 1.4110 2.1043
C 8.3738 0.2722 2.9677
N 7.0577 0.6644 3.5712
C 6.4840 -0.4711 4.3488
C 5.9536 -1.6364 3.4224
O 5.2494 -1.0593 2.3541
C 4.9832 -2.0722 1.3947
H 9.0552 2.7933 -0.0590
H 7.5727 3.5425 0.7396
H 7.3752 2.4938 -0.6980
H 8.6523 2.3554 2.6869
H 9.8191 1.4121 1.7214
H 9.1395 0.1007 3.7306
H 8.3165 -0.6705 2.3958
H 6.4391 0.7907 2.7665
H 5.6459 -0.0305 4.8158
H 7.1823 -0.8178 5.1258
H 5.3197 -2.3418 4.0058
H 6.8432 -2.2075 3.0054
H 4.5017 -2.9560 1.8546
H 5.9762 -2.3570 0.9090
H 4.3011 -1.6761 0.6293
C 5.8376 4.2551 -3.1568
O 6.0946 2.9269 -3.7101
C 5.0130 2.0891 -4.0115
C 5.4088 0.8750 -4.9055
N 6.2574 -0.1137 -4.3213
C 5.8306 -0.7486 -3.0675
C 4.6293 -1.6342 -3.1306
O 3.4842 -0.8077 -3.2994
C 2.4113 -1.3105 -4.1086
H 6.8079 4.6845 -2.9000
H 5.1779 4.2700 -2.2633
H 5.3743 4.8075 -3.9644
H 4.3077 2.6874 -4.6245
H 4.4620 1.8192 -3.1377
H 5.8158 1.3884 -5.7707
H 4.4487 0.4241 -5.1737
H 7.1751 0.3335 -4.1071
H 5.5416 -0.1111 -2.2581
H 6.6808 -1.3651 -2.6845
H 4.5993 -2.1731 -2.1389
H 4.8268 -2.3347 -3.9432
H 2.7270 -1.5725 -5.1371
H 1.6931 -0.5034 -4.1827
H 1.9300 -2.1919 -3.7130
C 0.1296 2.3176 3.8010
O -0.6432 1.3538 4.5282
C -1.4711 1.9739 5.4532
C -2.0874 0.9644 6.4482
N -3.0095 1.6122 7.3431
C -4.3575 1.8221 6.8059
C -5.1767 0.5809 6.8530
O -5.4946 0.2964 8.1978
C -5.6831 -1.0816 8.4876
H -0.4636 3.0250 3.1539
H 0.8351 1.6657 3.1899
H 0.6541 2.8976 4.5119
H -2.3048 2.5035 4.9471
H -0.9564 2.7594 6.0158
H -1.2506 0.5068 7.0315
H -2.4874 0.1371 5.8033
H -3.0008 1.1788 8.2701
H -4.2546 2.2119 5.8379
H -4.8423 2.6917 7.2472
H -4.5978 -0.2358 6.4165
H -6.0667 0.6773 6.2169
H -6.6673 -1.4991 8.1383
H -5.7412 -1.2007 9.5657
H -4.9142 -1.7205 8.0886
C -3.0191 -9.4404 -7.2957
O -3.7267 -8.2530 -7.1651
C -2.9882 -7.2588 -6.4724
C -3.7375 -5.9679 -6.4312
N -3.0559 -4.8904 -5.6640
C -3.6523 -3.5907 -5.8163
C -3.1954 -2.7031 -4.7169
O -1.7576 -2.6319 -4.7194
C -1.2665 -1.6357 -3.8261
H -3.7233 -10.1895 -7.6596
H -2.5532 -9.7030 -6.3510
H -2.1606 -9.2636 -8.0320
H -2.0358 -7.1557 -6.9503
H -2.7920 -7.5561 -5.4200
H -4.7087 -6.0773 -5.9700
H -4.0592 -5.6478 -7.4333
H -2.0928 -4.9871 -5.9202
H -4.7757 -3.7349 -5.6565
H -3.4596 -3.1766 -6.7622
H -3.4744 -3.1783 -3.7904
H -3.5771 -1.7059 -4.8977
H -1.5443 -1.9273 -2.7850
H -1.7948 -0.6808 -3.8876
H -0.1893 -1.6097 -3.9208

=====

Which of them is the most stable? Correct choice: run x.